{"formula": "C5H21NO4", "method": "the ωB97M-V functional and the def2-TZVPD basis", "de_lowest_kcal_mol": 81.27, "homo_lumo_gap_ev": 9.476, "molar_mass_g_mol": 159.2, "e_homo_ev": -9.245, "lumo_energy_ev": 0.2, "total_charge": 0, "smiles": "CCCCCN.O.O.O.O", "elements": ["C", "C", "C", "C", "C", "N", "H", "H", "H", "H", "H", "H", "H", "H", "H", "H", "H", "H", "H", "O", "H", "H", "O", "H", "H", "O", "H", "H", "O", "H", "H"], "coordinates": [[1.560, 0.669, 2.498], [0.384, -0.275, 1.824], [0.695, -1.334, 0.765], [-0.556, -2.103, 0.421], [-1.441, -1.286, -0.695], [-2.574, -0.693, -0.020], [0.957, 1.563, 2.932], [2.297, 1.050, 1.805], [1.758, 0.014, 3.388], [-0.205, -0.717, 2.654], [-0.306, 0.464, 1.379], [1.577, -1.867, 1.133], [1.268, -0.884, -0.077], [-1.129, -2.332, 1.381], [-0.455, -3.039, -0.052], [-1.676, -1.969, -1.429], [-0.913, -0.326, -1.061], [-2.321, -0.056, 0.710], [-3.123, -1.314, 0.642], [2.753, 0.097, -1.490], [3.080, -0.785, -1.923], [1.824, -0.156, -1.257], [1.012, 2.693, -2.482], [0.413, 1.997, -2.702], [0.699, 2.874, -1.601], [-0.770, 2.617, 0.753], [-1.765, 2.683, 0.673], [-0.497, 3.539, 1.131], [-0.602, -0.364, -3.386], [-1.468, -0.587, -3.509], [-0.475, -0.169, -2.404]]}